Molecular formula: C12H26IN2O3P
Method: DFT, ωB97M-V with the def2-TZVPD basis set

Values from the calculation:
ΔE to the lowest compared entry with this formula, charge and spin = 0.0 kJ/mol
lowest unoccupied orbital energy (spin up / spin down) = -0.1150 / -0.1150 hartree
HOMO (spin up / spin down) = -11.0 / -12.4 eV

ORCA input file:
```
! wB97M-V def2-TZVPD RIJCOSX def2/J DEFGRID3
* xyz 1 2
O 4.39652 -2.90055 2.13131
P 3.80260 -1.75930 3.12066
I 4.70370 0.18858 1.98169
C 2.10401 -1.57030 2.33003
N 1.41140 -0.29699 2.76590
C -0.04706 -0.64229 2.83735
C -0.05386 -2.16386 3.02229
O 1.30488 -2.58727 2.83073
H 4.38804 -3.78814 2.50729
H 2.14810 -1.55325 1.23457
H 1.58914 0.46592 2.10548
H 1.77130 0.00696 3.67444
H -0.49856 -0.09879 3.66315
H -0.51081 -0.32937 1.89963
H -0.36214 -2.44081 4.02948
H -0.68799 -2.66337 2.29109
C 0.16708 2.58584 -1.94429
C 0.01325 1.53601 -0.84825
C 0.84982 0.28003 -1.14066
C 0.28959 -0.54378 -2.29702
C -1.16618 -0.93193 -2.05469
C -2.08464 0.26065 -1.73772
N -1.39807 1.04523 -0.64876
O -1.63869 0.63304 0.53569
C -2.36763 1.11242 -2.97275
C -3.41811 -0.22861 -1.18199
C 0.43108 2.17244 0.46811
H 1.15126 3.04246 -1.83460
H 0.10943 2.17956 -2.94721
H -0.58506 3.36779 -1.84123
H 0.85845 -0.34149 -0.23353
H 1.87974 0.58850 -1.34344
H 0.39371 0.00766 -3.23404
H 0.88488 -1.45082 -2.41525
H -1.57427 -1.45039 -2.92536
H -1.21924 -1.62892 -1.21227
H -2.84121 2.05402 -2.69402
H -3.06168 0.55882 -3.60476
H -1.48984 1.32776 -3.57201
H -3.28316 -0.89756 -0.33761
H -3.94396 -0.75810 -1.97718
H -4.03233 0.61199 -0.85958
H -0.16939 3.04458 0.72446
H 1.47656 2.49127 0.42438
H 0.30936 1.46436 1.28049
*
```

Molecular formula: C5H8N2O
Method: DFT, ωB97M-V with the def2-TZVPD basis set

Values from the calculation:
ΔE to the lowest compared entry with this formula, charge and spin = 471.4 kJ/mol
lowest unoccupied orbital energy = 0.0344 hartree
HOMO = -8.8 eV

ORCA input file:
```
! wB97M-V def2-TZVPD RIJCOSX def2/J DEFGRID3
* xyz 0 1
C 0.92522 1.21880 -0.04017
C 1.86436 -0.02630 -0.02040
C -0.87822 -1.15094 0.01740
C -0.88620 -0.00374 1.02737
C -1.09047 0.00533 -1.01221
H 1.00676 2.07091 0.80379
H 1.18270 1.85958 -0.90661
H 2.95425 0.19423 -0.11410
H -1.75609 -1.84967 0.31927
H -1.94959 0.15642 1.37247
H -0.10320 -0.21112 1.84901
H -0.49532 -0.08592 -1.94147
H -2.13545 0.02492 -1.27178
N 1.60023 -1.27524 -0.01398
N -0.53565 0.95824 0.00725
O 0.29666 -1.88548 -0.07582
*
```

Molecular formula: C5H11NO2
Method: DFT, ωB97M-V with the def2-TZVPD basis set

Values from the calculation:
structure (SMILES) = CCN[C@H](C=O)CO
ΔE to the lowest compared entry with this formula, charge and spin = 172.0 kJ/mol
lowest unoccupied orbital energy = 0.0292 hartree
HOMO = -9.1 eV

ORCA input file:
```
! wB97M-V def2-TZVPD RIJCOSX def2/J DEFGRID3
* xyz 0 1
C 1.70697 -0.66358 0.92944
N 0.46285 0.08306 1.09921
C -0.63686 -0.27838 0.18912
C -1.84227 0.54251 0.61651
O -1.54892 1.94796 0.52789
C -0.41685 -0.10809 -1.29692
O -0.54319 -1.04929 -2.05662
C 2.41405 -0.58418 -0.41551
H 2.35822 -0.37640 1.76130
H 1.47244 -1.71092 1.15401
H 0.68213 1.06410 0.98636
H -0.81212 -1.34013 0.38319
H -2.14463 0.27372 1.62921
H -2.70156 0.39481 -0.04227
H -1.28776 2.29858 1.39700
H -0.17531 0.87746 -1.73382
H 3.48430 -0.75362 -0.30177
H 2.05970 -1.35440 -1.10696
H 2.27091 0.39069 -0.89881
*
```

Molecular formula: C43H112AgF3N9O12Pd
Method: DFT, ωB97M-V with the def2-TZVPD basis set

Values from the calculation:
ΔE to the lowest compared entry with this formula, charge and spin = 0.0 kJ/mol
lowest unoccupied orbital energy (spin up / spin down) = -0.0836 / -0.2130 hartree
HOMO (spin up / spin down) = -10.6 / -10.6 eV

ORCA input file:
```
! wB97M-V def2-TZVPD RIJCOSX def2/J DEFGRID3
* xyz 1 3
Pd 4.04987 -0.78934 -2.73150
Ag 3.98056 0.53650 0.18499
C 0.88898 -0.27134 -0.77404
O 1.26367 0.29053 0.52754
O 2.09620 -0.63367 -1.43351
C -0.31351 -1.20607 -0.49883
F 0.06269 -2.17212 0.33527
F -1.38004 -0.59435 0.00131
F -0.61561 -1.78122 -1.66815
C 0.43338 1.32245 1.13310
C 1.30739 2.25934 1.95603
H 1.62334 1.73335 2.85692
H 2.15055 2.62762 1.37161
H 0.71691 3.07957 2.36426
H -0.29692 0.82931 1.77464
H -0.08031 1.95417 0.40843
H 0.49981 0.62827 -1.25086
C 4.89231 3.43262 -3.24225
C 4.09267 2.72548 -2.12871
C 2.61464 3.04739 -2.23467
O 4.44838 1.35912 -1.97111
H 5.12793 2.89972 -4.16344
H 5.91212 3.56138 -2.87960
H 4.46084 4.36885 -3.59637
H 4.34321 3.23776 -1.19978
H 2.29768 2.64882 -3.19840
H 2.45412 4.12389 -2.29376
H 1.99879 2.60323 -1.45266
C -1.99245 0.91359 -7.33169
C -1.64675 1.84088 -6.12711
C -0.22259 1.60340 -5.53092
O -0.07890 0.33102 -5.02663
C -1.00135 -0.04569 -3.99284
N -1.80611 3.23172 -6.60024
H -1.94955 -0.05761 -6.83871
H -1.16146 0.92812 -8.03691
H -2.91931 1.11514 -7.86871
H -2.39623 1.73355 -5.34298
H -0.08965 2.29275 -4.69712
H 0.62393 1.76912 -6.19728
H -0.64574 -1.02763 -3.68069
H -2.01880 -0.23914 -4.33268
H -0.93725 0.69007 -3.19119
H -2.79932 3.39217 -6.68901
H -1.64999 3.97511 -5.93458
C 5.70976 1.48290 4.44175
C 5.14738 0.86756 3.12473
C 3.96717 -0.16463 3.31574
O 3.69238 -0.84274 2.15706
C 2.69518 -1.85949 2.36465
N 4.69192 1.99882 2.31152
H 6.50147 2.15710 4.11502
H 6.05735 0.61160 4.99684
H 4.92164 2.01900 4.97048
H 5.96682 0.35967 2.61614
H 3.14111 0.39506 3.75446
H 4.39542 -0.84242 4.05418
H 3.10074 -2.58341 3.07146
H 2.60837 -2.44694 1.45061
H 1.69241 -1.51278 2.61434
H 4.12672 2.65380 2.83272
H 5.40727 2.58988 1.91275
C -3.33258 -3.44253 -6.56700
C -2.35327 -3.14351 -5.49702
C -2.79191 -3.69701 -4.10032
O -4.01479 -3.14231 -3.69241
C -4.48984 -3.64766 -2.42979
N -1.14835 -3.85323 -5.90415
H -3.51466 -4.50147 -6.75027
H -3.07986 -2.97908 -7.52065
H -4.29425 -3.02056 -6.27505
H -2.21267 -2.06318 -5.46231
H -2.01361 -3.42340 -3.38794
H -2.80403 -4.78336 -4.18859
H -4.60853 -4.73001 -2.37945
H -5.53089 -3.32573 -2.40402
H -3.99063 -3.21885 -1.56087
H -0.98896 -3.67527 -6.88549
H -1.39751 -4.83114 -5.86288
C 4.89721 5.14271 4.40448
C 3.38803 5.12268 4.17320
C 2.90667 5.63645 2.80821
O 1.52008 5.86335 2.69488
C 1.08700 6.18155 1.44856
N 2.88957 3.72903 4.32618
H 5.02797 4.93763 5.46700
H 5.31894 6.10615 4.11811
H 5.41665 4.36220 3.84853
H 2.94861 5.71634 4.97481
H 3.28166 4.98437 2.01935
H 3.42878 6.57309 2.61270
H 1.54307 7.10888 1.10192
H 0.00553 6.30144 1.38414
H 1.31465 5.34718 0.78517
H 2.62607 3.56651 5.28756
H 1.96495 3.62673 3.93283
C 1.59802 -3.37855 -3.64821
C 2.90393 -3.65278 -2.83895
C 3.23553 -5.18590 -2.90167
O 3.59362 -5.45952 -4.26409
C 4.10806 -6.77419 -4.55217
N 3.88589 -2.82578 -3.54481
H 1.30315 -2.32938 -3.66811
H 0.76033 -3.91971 -3.20830
H 1.58663 -3.79969 -4.65350
H 2.76824 -3.17679 -1.86780
H 2.35244 -5.80711 -2.75217
H 4.01270 -5.45388 -2.18593
H 4.63289 -6.68038 -5.50289
H 3.21474 -7.39569 -4.61397
H 4.83547 -7.13756 -3.82626
H 3.94540 -2.97853 -4.54141
H 4.75215 -3.23673 -3.22731
C -1.73848 -4.74449 -0.49367
C -2.24807 -5.52368 0.74544
C -3.77865 -5.75392 0.78608
O -4.11773 -6.30468 2.08406
C -5.42216 -6.07130 2.45068
N -1.51927 -6.74200 0.77127
H -1.90549 -5.27819 -1.42928
H -0.67049 -4.55129 -0.39282
H -2.31775 -3.82254 -0.44307
H -2.03723 -5.02501 1.69148
H -4.02336 -6.39217 -0.06295
H -4.21442 -4.76439 0.64813
H -5.65972 -5.00788 2.42224
H -5.59910 -6.38191 3.48039
H -6.18914 -6.52159 1.82053
H -0.52720 -6.57220 0.85536
H -1.76169 -7.24904 1.61046
C 0.10911 1.33491 8.01490
C -0.80315 1.36435 6.78216
C -0.20834 1.67105 5.33576
O 0.30521 3.01158 5.29495
C -0.60902 4.11013 5.22204
N -1.36583 -0.00714 6.67325
H -0.45502 1.24283 8.94301
H 0.68806 2.25640 7.95357
H 0.84681 0.53881 7.91424
H -1.68508 1.99769 6.87795
H -0.98174 1.55308 4.57680
H 0.62908 0.99352 5.16911
H -0.93499 4.23238 4.18913
H -0.22359 5.05620 5.60219
H -1.50462 3.92806 5.81606
H -1.97137 -0.06594 7.47945
H -0.55907 -0.55665 6.93265
C -1.54283 -1.98039 3.55690
C -2.93110 -1.33398 3.43014
C -3.70879 -2.12456 2.35346
O -5.03585 -1.60974 2.09492
C -5.74380 -1.94910 0.91028
N -3.59988 -1.40777 4.70458
H -0.96290 -1.75881 2.66097
H -1.69275 -3.05646 3.64466
H -1.00948 -1.55533 4.40716
H -2.83837 -0.30976 3.06891
H -3.75385 -3.18445 2.60386
H -3.11742 -2.02732 1.44300
H -5.05669 -2.44554 0.22506
H -6.29246 -1.19252 0.34933
H -6.48806 -2.68926 1.20411
H -4.44402 -0.85571 4.65210
H -2.99723 -0.93825 5.36522
C -1.28436 3.64494 -2.57548
C -2.50648 4.28413 -1.97178
C -2.33070 4.88166 -0.59597
O -2.25592 3.84132 0.37241
C -2.37877 4.37884 1.69026
N -2.82875 5.39134 -2.87653
H -1.52016 3.36590 -3.60244
H -0.92289 2.79071 -2.00300
H -0.45183 4.34756 -2.53897
H -3.29909 3.53718 -1.92764
H -3.19165 5.52723 -0.42246
H -1.39414 5.43606 -0.53598
H -1.82178 5.29205 1.89978
H -2.11115 3.63770 2.44338
H -3.44137 4.55676 1.85554
H -3.29354 4.95960 -3.66244
H -1.94799 5.80422 -3.14838
*
```

Molecular formula: C6H14N4O10Zn
Method: DFT, ωB97M-V with the def2-TZVPD basis set

Values from the calculation:
ΔE to the lowest compared entry with this formula, charge and spin = 670.4 kJ/mol
lowest unoccupied orbital energy = 0.1558 hartree
HOMO = 0.8 eV

ORCA input file:
```
! wB97M-V def2-TZVPD RIJCOSX def2/J DEFGRID3
* xyz -2 1
Zn 0.24718 1.23008 -0.12594
C 0.30129 3.09926 1.77950
O 0.06554 1.80814 1.80632
O -0.70297 3.94523 1.82212
O 0.82256 3.22621 0.55875
C -0.80245 2.29432 -2.26045
O -0.60453 3.49888 -2.61755
O -1.37138 2.16495 -1.07212
O 0.14419 1.42482 -2.17177
C 3.23026 0.51103 0.30585
O 2.12286 0.49114 -0.21709
N 3.90525 1.66209 0.35375
N 3.73541 -0.51968 1.03670
H 3.48443 2.54083 0.08026
H 4.76115 1.73785 0.87553
H 4.61227 -0.30739 1.47200
H 3.16862 -1.35437 1.04745
C -3.61525 -0.77614 -1.13993
O -2.71446 -1.33864 -1.78860
N -3.45671 0.48024 -0.66366
N -4.51244 -1.54555 -0.47311
H -2.61457 1.03099 -0.96388
H -4.21330 0.85399 -0.11920
H -4.52543 -2.54085 -0.59151
H -5.29764 -1.08984 -0.04085
C 0.04999 -1.65762 0.62030
C 0.66579 -2.90845 0.03552
O 1.94781 -3.11146 0.65753
O -0.45272 -0.70508 -0.31168
H 0.74555 -1.08696 1.23345
H -0.82519 -1.87030 1.24717
H 0.91612 -2.85557 -1.02519
H 0.02751 -3.79625 0.07905
H 1.77563 -3.41456 1.55473
H -1.02039 -1.12135 -0.98344
*
```

Molecular formula: C19H26CsF6N5PS2
Method: DFT, ωB97M-V with the def2-TZVPD basis set

Values from the calculation:
ΔE to the lowest compared entry with this formula, charge and spin = 4.6 kJ/mol
lowest unoccupied orbital energy (spin up / spin down) = -0.0198 / -0.0520 hartree
HOMO (spin up / spin down) = -8.6 / -8.7 eV

ORCA input file:
```
! wB97M-V def2-TZVPD RIJCOSX def2/J DEFGRID3
* xyz 0 2
Cs 0.74472 -0.68982 0.98461
C 3.21578 1.10701 3.24927
N 1.82624 0.80014 3.54335
C 1.73827 0.05215 4.79250
C 1.03757 2.02882 3.59541
C -0.47134 1.79178 3.55394
N -1.03747 1.85509 2.20726
C -1.03907 3.21475 1.69171
C -2.41006 1.36064 2.23393
H 3.67143 1.77973 3.99329
H 3.30027 1.58952 2.27242
H 3.79975 0.18521 3.22896
H 2.15080 0.62755 5.63661
H 2.29697 -0.87952 4.69991
H 0.71059 -0.21690 5.01734
H 1.32812 2.64014 2.73957
H 1.29967 2.60719 4.49743
H -0.98181 2.51780 4.20948
H -0.69098 0.80309 3.95320
H -1.61651 3.89276 2.34249
H -1.48300 3.22260 0.69726
H -0.02803 3.60757 1.59548
H -3.06119 2.00278 2.84926
H -2.44331 0.34848 2.62770
H -2.81259 1.34754 1.21894
S 2.09871 -1.84291 -4.63318
C 3.44577 -0.93520 -4.09451
C 3.25511 -0.39349 -2.85849
C 1.98306 -0.75843 -2.38256
C 1.19650 -1.51392 -3.17788
C -0.16747 -2.01643 -2.95935
C -0.85792 -2.70819 -3.95326
C -2.14728 -3.14050 -3.69606
C -2.70708 -2.88320 -2.45421
C -1.94458 -2.19506 -1.52119
N -0.71233 -1.75106 -1.76515
H 4.31590 -0.84683 -4.72597
H 3.96319 0.23518 -2.34236
H -0.39378 -2.90257 -4.91170
H -2.70232 -3.67908 -4.45352
H -3.70278 -3.21786 -2.20029
H -2.33551 -1.99425 -0.52896
S 0.66234 2.18782 -1.24477
C 0.36901 1.80346 -2.83723
N -0.81335 1.16842 -3.15420
C -1.15221 0.78043 -4.39859
C -0.29949 1.03720 -5.42171
C 0.89511 1.70775 -5.07370
N 1.22041 2.08082 -3.86561
H -1.40342 0.93731 -2.36631
H -2.09831 0.26786 -4.50229
H -0.51807 0.74489 -6.43597
H 1.62158 1.93470 -5.84883
F -1.85182 -1.67040 1.82992
P -1.46320 -2.84537 2.93484
F -1.03441 -3.96245 3.98490
F -2.49280 -3.83566 2.21169
F -0.39403 -1.78439 3.59846
F -0.27333 -3.32197 1.91241
F -2.60597 -2.28270 3.90437
*
```